Entry 1:
C37H40BF12NO36 | ωB97M-V/def2-TZVPD

As for the HOMO energy: -9.318 eV. Its structure (SMILES) is O=C1NC[C@H](F)[C@@H]1B(O)O.O=C1OC[C@@H](F)O1.O=C1OC[C@@H](F)O1.O=C1OC[C@@H](F)O1.O=C1OC[C@@H](F)O1.O=C1OC[C@@H](F)O1.O=C1OC[C@@H](F)O1.O=C1OC[C@@H](F)O1.O=C1OC[C@@H](F)O1.O=C1OC[C@@H](F)O1.O=C1OC[C@@H](F)O1.O=C1OC[C@@H](F)O1. As for the HOMO-LUMO gap: 0.3395 hartree. The total energy is -147506.000 eV.

Atoms and positions in Å:
O 1.331 1.590 6.686
C 1.705 2.486 5.889
N 3.099 2.850 5.526
C 3.132 4.101 4.671
C 1.750 4.789 5.151
F 1.933 4.835 6.588
C 0.820 3.472 4.986
B -0.723 3.790 5.380
O -1.513 3.116 6.371
O -1.361 4.887 4.657
H 3.761 2.865 6.321
H 4.082 4.721 4.667
H 2.866 3.666 3.637
H 1.413 5.757 4.662
H 0.765 3.120 3.893
H -2.171 2.587 5.858
H -1.155 4.686 3.718
O -0.176 1.947 1.756
C -0.411 0.867 2.225
O -1.324 0.645 3.206
C -1.398 -0.767 3.383
C -0.073 -1.221 2.860
F -0.165 -2.449 2.299
O 0.211 -0.281 1.842
H -2.239 -1.161 2.805
H -1.543 -1.025 4.432
H 0.730 -1.213 3.603
O -5.414 2.769 3.320
C -5.012 3.749 2.767
O -5.797 4.587 2.031
C -4.977 5.688 1.659
C -3.603 5.105 1.741
F -2.698 6.044 2.104
O -3.714 4.160 2.787
H -5.131 6.509 2.364
H -5.221 6.038 0.655
H -3.270 4.604 0.827
O -2.010 -3.134 5.726
C -1.579 -4.221 5.476
O -1.007 -5.048 6.395
C -0.754 -6.279 5.734
C -0.687 -5.863 4.298
F -1.134 -6.850 3.483
O -1.593 -4.782 4.234
H -1.574 -6.974 5.933
H 0.178 -6.727 6.082
H 0.303 -5.533 3.971
O -5.350 3.906 -3.539
C -6.059 3.717 -2.597
O -5.804 4.186 -1.341
C -6.940 3.865 -0.548
C -7.535 2.712 -1.292
F -8.882 2.691 -1.161
O -7.217 3.001 -2.640
H -7.609 4.729 -0.505
H -6.646 3.598 0.467
H -7.121 1.737 -1.018
O -0.003 0.322 -4.741
C -0.481 0.247 -3.647
O -0.181 1.091 -2.621
C -1.048 0.749 -1.546
C -1.401 -0.670 -1.862
F -2.652 -0.964 -1.439
O -1.385 -0.700 -3.274
H -1.918 1.412 -1.555
H -0.542 0.850 -0.585
H -0.695 -1.407 -1.471
O -2.553 -3.728 1.088
C -1.711 -4.175 0.367
O -1.358 -3.626 -0.828
C -0.241 -4.371 -1.304
C -0.399 -5.675 -0.590
F 0.804 -6.239 -0.334
O -0.992 -5.300 0.638
H 0.683 -3.851 -1.034
H -0.276 -4.482 -2.389
H -1.043 -6.395 -1.104
O 1.308 6.082 1.763
C 2.144 5.620 1.043
O 2.499 6.155 -0.159
C 3.605 5.397 -0.631
C 3.437 4.100 0.094
F 4.636 3.526 0.351
O 2.853 4.491 1.322
H 4.535 5.909 -0.369
H 3.565 5.277 -1.714
H 2.784 3.382 -0.411
O 1.904 -4.890 -4.642
C 2.309 -3.912 -5.199
O 1.532 -3.078 -5.942
C 2.353 -1.978 -6.314
C 3.727 -2.558 -6.219
F 4.627 -1.615 -5.853
O 3.608 -3.499 -5.171
H 2.194 -1.154 -5.612
H 2.114 -1.632 -7.320
H 4.067 -3.061 -7.129
O 4.580 -0.322 -0.439
C 5.426 -0.786 -1.146
O 5.792 -0.258 -2.348
C 6.906 -1.015 -2.802
C 6.736 -2.307 -2.070
F 7.936 -2.874 -1.797
O 6.137 -1.910 -0.852
H 7.831 -0.496 -2.534
H 6.878 -1.143 -3.885
H 6.092 -3.031 -2.578
O -7.411 -6.905 -0.417
C -6.552 -6.715 0.391
O -5.225 -6.638 0.093
C -4.558 -6.273 1.295
C -5.519 -6.729 2.346
F -5.463 -5.930 3.438
O -6.778 -6.557 1.727
H -4.400 -5.192 1.309
H -3.589 -6.770 1.373
H -5.397 -7.775 2.645
O 8.072 0.915 -6.898
C 7.104 1.270 -7.501
O 7.036 2.421 -8.229
C 5.779 2.410 -8.891
C 4.970 1.495 -8.027
F 4.057 0.813 -8.761
O 5.930 0.579 -7.540
H 5.907 2.026 -9.907
H 5.356 3.414 -8.947
H 4.475 1.991 -7.187

Here are the Mulliken charges for atoms 1 to 8, given in e: number 1, O, carries -0.615; number 2, C, carries 0.201; number 3, N, carries -0.317; number 4, C, carries -0.363; number 5, C, carries 0.113; number 6, F, carries -0.365; number 7, C, carries 0.599; number 8, B, carries 0.561



Entry 2:
CH8N3O2P | ωB97M-V/def2-TZVPD

As for the HOMO energy (spin up / spin down): -8.391 / -8.973 eV. As for the HOMO-LUMO gap (spin up / spin down): 0.3120 / 0.3402 hartree. The total energy is -19017.295 eV.

Atoms and positions in Å:
C 1.057 -2.814 -0.886
N 0.176 1.024 1.330
N -1.470 1.880 -0.724
N 0.165 -1.949 1.041
O 0.951 1.008 -1.151
O 0.111 -2.685 -0.055
P 0.157 1.745 -0.201
H 1.879 -2.074 -0.860
H 0.340 3.106 0.264
H 0.775 -3.203 -1.840
H 0.537 0.046 1.216
H -0.115 1.466 2.141
H -2.141 2.288 -0.166
H -1.542 2.193 -1.590
H -0.880 -2.031 1.481

Here are the Mulliken charges for atoms 1 to 8, given in e: number 1, C, carries -0.242; number 2, N, carries -0.413; number 3, N, carries -0.470; number 4, N, carries -0.537; number 5, O, carries -0.579; number 6, O, carries -0.046; number 7, P, carries 0.577; number 8, H, carries 0.272